Formula: C2H6N4
Source: the OMol25 dataset
Level of theory: the ωB97M-V functional and the def2-TZVPD basis

The geometry in XYZ format:
```
12
Properties=species:S:1:pos:R:3:forces:R:3:nbo_charge:R:1
C -1.02856 -0.11350 0.04271 0.5445 -2.2321 -0.5210 0.5753
C 1.37072 0.34528 0.00887 0.7696 0.8880 -1.6955 0.2708
H -1.00635 1.61501 0.94737 -0.5898 -0.2523 -2.8006 0.3807
H -2.26742 1.44011 -0.23715 1.6816 -0.3874 0.1838 0.4059
H -1.58516 -1.97815 -0.18070 -0.0039 1.1132 -0.0842 0.3482
H 0.68523 -1.36721 0.62668 -1.1044 -0.5985 -0.0755 0.4038
H 1.07096 1.41189 -0.30994 0.5687 -1.7493 0.8157 0.1990
H 2.83526 -1.08369 -0.06384 -1.1354 2.4657 -0.2536 0.3253
N -1.23198 1.27369 -0.08174 -1.0691 0.3959 3.2224 -0.8310
N -1.90556 -0.99194 -0.24841 0.0534 0.0745 0.3394 -0.7205
N 0.31028 -0.45552 0.42637 0.4279 1.7977 -0.0448 -0.6702
N 2.57218 -0.03032 -0.25221 -0.1432 -1.5155 0.9138 -0.6873
```
Positions in Å, forces in eV/Å.

SMILES: [H]/N=C\N/C(N)=N\[H]
Frontier orbital gap: 10.1 eV
Spin multiplicity: 1

Formula: C28H33O2Si
Source: the OMol25 dataset
Level of theory: the ωB97M-V functional and the def2-TZVPD basis

The geometry in XYZ format:
```
64
Properties=species:S:1:pos:R:3:forces:R:3:nbo_charge:R:1
C 1.30888 0.81955 5.88998 -0.1861 -0.0355 -0.0081 -0.6019
C -0.09238 0.96792 5.29828 -0.2372 0.0354 -0.0381 -0.3921
C -0.17540 0.80055 3.78310 0.0989 -0.1933 -0.1541 -0.4160
C -1.60888 0.93948 3.28843 0.0555 -0.0814 -0.6717 -0.0517
O -1.60430 1.04185 1.81649 0.0408 -0.3739 0.2286 -0.5550
C -2.67172 0.50430 1.15779 -0.4762 0.3204 -0.1030 0.6487
C -3.53266 1.31994 0.49798 0.9578 -0.9299 1.2095 -0.6294
O -2.77186 -0.84388 1.21999 -0.0927 0.4398 -0.3924 -0.8525
Si -2.29755 -1.94640 -0.01163 -0.1214 0.3250 0.9092 1.8896
C -3.35740 -3.43628 0.28662 -0.0298 -0.0775 -0.0470 -1.1442
C -2.61243 -1.25248 -1.70673 0.0295 0.1218 -0.3184 -1.1558
C -0.50496 -2.29233 0.32853 0.1712 -0.1198 -0.2507 -1.1528
H 1.28316 1.08118 6.95008 0.1016 -0.0006 -0.0753 0.2161
H 1.66732 -0.21096 5.82019 -0.0107 0.0889 -0.0921 0.2068
H 2.02997 1.47142 5.39030 -0.0525 -0.0331 0.0389 0.2047
H -0.75743 0.22705 5.75853 0.0307 0.1297 0.0758 0.1972
H -0.49776 1.95703 5.54611 0.0591 -0.1070 0.0937 0.1941
H 0.46915 1.54547 3.29298 -0.2003 -0.1817 0.0185 0.2077
H 0.18716 -0.20212 3.50685 0.0175 0.2978 -0.0524 0.2045
H -2.20371 0.06870 3.59608 0.0703 0.2257 -0.1316 0.1911
H -2.08074 1.85949 3.65437 0.0483 -0.1603 0.0318 0.1770
H -4.47519 0.93005 0.13877 0.1580 0.1302 -0.3531 0.2106
H -3.27525 2.36923 0.54466 -0.4713 -0.0770 0.1504 0.1987
H -3.13507 -4.20618 -0.46307 -0.0628 0.0648 0.1503 0.2443
H -3.16290 -3.85645 1.27935 -0.0800 0.0413 -0.1473 0.2520
H -4.42096 -3.18253 0.21256 0.1459 -0.0754 0.0281 0.2454
H -2.55626 -2.08522 -2.42663 -0.0125 0.2347 0.1589 0.2497
H -3.60770 -0.79505 -1.79568 0.2057 -0.1172 0.0451 0.2390
H -1.86456 -0.50573 -2.00125 -0.1585 -0.1217 0.0682 0.2400
H -0.04715 -2.78889 -0.53771 0.0284 0.0431 0.2080 0.2421
H 0.06020 -1.37501 0.53802 -0.1457 -0.1594 -0.0588 0.2516
H -0.41504 -2.96188 1.19331 0.0239 0.1517 -0.1512 0.2503
C -5.30377 2.76603 -2.02554 0.0764 0.6604 -1.1078 0.4486
C -4.14998 2.49385 -2.86814 -0.0670 0.0016 -0.1030 -0.1953
C -2.83421 2.49509 -2.35374 0.3333 -0.0617 -0.0164 -0.1414
C -1.74112 2.16705 -3.15242 -0.2824 0.1061 -0.0053 -0.1562
C -1.92964 1.84600 -4.50206 -0.2473 0.0897 0.2303 -0.1333
C -3.21184 1.92986 -5.06223 -0.1512 0.0852 0.1857 -0.2221
C -4.30259 2.26957 -4.26705 0.0211 -0.3822 0.1326 -0.1279
C -6.67727 2.40473 -2.35670 -0.9794 0.3951 0.5032 -0.1048
C -7.56707 3.15688 -1.50890 -0.5831 -0.8122 -1.3591 -0.0208
C -8.93583 3.19422 -1.74550 0.8321 -0.0117 0.4837 -0.1871
C -9.45657 2.42352 -2.79113 0.4604 -0.5684 -0.4436 -0.1107
C -8.60968 1.62136 -3.57723 -0.2077 0.2342 0.1375 -0.2253
C -7.22440 1.61042 -3.36713 0.0836 -0.0642 0.1634 -0.1313
C -6.76403 3.96335 -0.61354 1.5266 0.8942 0.4645 0.0942
C -5.37317 3.73180 -0.94401 -1.0285 0.4590 0.7358 -0.2202
C -4.40331 4.55545 -0.37564 -0.0990 -0.0687 0.0320 -0.0862
C -4.79642 5.55576 0.52414 -0.2152 0.1174 0.0219 -0.2241
C -6.14918 5.77647 0.82799 0.7317 -0.2365 -0.0350 -0.1082
C -7.14479 4.97300 0.25802 -0.0039 -0.8156 -0.4818 -0.2156
H -2.66639 2.67705 -1.29776 -0.0231 -0.1490 -0.3510 0.2386
H -0.74209 2.16233 -2.71138 -0.3411 -0.0757 -0.1628 0.2300
H -1.08155 1.53630 -5.11349 -0.2374 0.1599 0.1333 0.2368
H -3.36487 1.72633 -6.12405 0.0739 0.1159 0.3560 0.2399
H -5.29004 2.36973 -4.71640 0.4061 0.0443 0.0596 0.2270
H -9.56760 3.81962 -1.11509 0.0228 -0.1954 -0.2690 0.2326
H -10.52623 2.43422 -2.99779 0.2743 -0.0062 0.0560 0.2391
H -9.03022 1.01300 -4.37984 0.1120 0.2010 0.2963 0.2402
H -6.56955 0.99185 -3.97504 -0.3150 -0.0179 0.0750 0.2331
H -3.35757 4.42617 -0.64387 -0.2173 0.2492 0.1633 0.2290
H -4.02777 6.18660 0.97061 -0.2761 -0.1387 -0.1094 0.2394
H -6.42864 6.58169 1.50562 0.1135 -0.1900 -0.1472 0.2388
H -8.20341 5.11529 0.47342 0.3012 0.1755 -0.0084 0.2331
```
Positions in Å, forces in eV/Å.

Total charge: +1
Frontier orbital gap: 5.0 eV
Spin multiplicity: 1

Formula: C6H18AsBiF11N4OTe
Source: the OMol25 dataset
Level of theory: the ωB97M-V functional and the def2-TZVPD basis

The geometry in XYZ format:
```
43
Properties=species:S:1:pos:R:3:forces:R:3:nbo_charge:R:1
Bi 0.12164 -0.13025 -0.62615 -0.3301 0.0256 0.1502 2.3273
N 1.50710 -2.01371 0.06761 0.2027 0.0878 0.0736 -0.8126
C 2.18472 -1.61161 1.30318 0.0766 0.0168 -0.0367 -0.2545
C 1.16703 -1.10908 2.32863 -0.0639 0.0043 0.0752 -0.2543
N 0.16782 -0.12984 1.80603 -0.0110 -0.0150 -0.1366 -0.4884
C -1.21593 -0.45741 2.27597 0.0633 -0.0217 0.0598 -0.2427
C -2.31996 -0.01873 1.32487 -0.0356 0.0057 0.0397 -0.2663
N -2.10819 -0.63540 -0.00046 -0.0274 0.0498 0.0168 -0.8236
C 0.53239 1.27809 2.12327 -0.0174 0.0117 0.0434 -0.2593
C 1.85168 1.69386 1.48381 0.0829 0.0096 0.0031 -0.2545
N 1.85167 1.49476 0.01090 -0.0525 -0.0375 -0.0279 -0.8448
H 0.92372 -2.84269 0.17138 -0.0336 0.0258 -0.0166 0.4345
H 2.14662 -2.20672 -0.70230 0.0374 -0.0134 -0.0410 0.4435
H 2.92510 -0.85546 1.04644 0.0116 -0.0048 0.0103 0.2104
H 2.72677 -2.44879 1.74710 -0.0055 0.0054 0.0221 0.2650
H 1.69951 -0.66306 3.17056 0.0108 -0.0227 0.0127 0.2490
H 0.62147 -1.96549 2.72142 0.0085 -0.0078 -0.0084 0.2372
H -1.37725 -0.01079 3.25949 -0.0122 0.0054 -0.0083 0.2533
H -1.26842 -1.53913 2.39850 -0.0224 0.0055 -0.0039 0.2248
H -2.35385 1.06043 1.18912 0.0032 -0.0270 0.0145 0.2477
H -3.27491 -0.33941 1.74482 0.0071 0.0199 -0.0049 0.2636
H -2.67153 -0.18490 -0.72315 0.0069 -0.0096 -0.0229 0.4498
H -2.31311 -1.63311 -0.02501 0.0099 -0.0151 0.0016 0.4348
H 0.61696 1.38893 3.20764 0.0035 0.0135 -0.0114 0.2474
H -0.27851 1.91929 1.77699 0.0222 0.0189 0.0008 0.2460
H 2.68129 1.12510 1.90125 -0.0234 0.0315 0.0152 0.2205
H 2.03779 2.74281 1.71717 -0.0348 -0.0040 0.0060 0.2645
H 2.79740 1.35489 -0.33872 -0.0093 -0.0232 -0.0325 0.4301
H 1.48097 2.32157 -0.46272 0.0291 0.0340 0.0072 0.4421
F 0.71518 -0.84581 -2.60268 0.0215 -0.2488 -0.0929 -0.6536
As -0.50008 -2.38608 -3.16155 0.4887 0.1108 -0.2102 2.8596
F -1.68371 -1.15559 -2.94146 -0.1394 0.1953 -0.0649 -0.6004
F -0.14589 -1.91922 -4.72973 -0.1135 -0.0034 0.0425 -0.5447
F -1.56793 -3.63616 -3.43289 -0.0564 -0.0662 -0.0088 -0.5524
F 0.92397 -3.29703 -2.98407 -0.0584 0.0156 -0.0376 -0.5769
F -0.63242 -2.51716 -1.36748 -0.1278 -0.1387 0.1627 -0.6636
F -2.21375 4.00914 -1.09360 0.0132 -0.0107 0.0786 -0.5692
Te -1.16496 2.90691 -2.10413 -0.0515 -0.2025 -0.0971 3.4998
F -0.06573 1.76990 -3.08378 0.0490 0.0380 0.0241 -0.6050
F -1.33890 3.99340 -3.54693 0.0460 0.0248 0.0021 -0.5454
F 0.35952 3.82084 -1.57327 0.0601 0.0258 0.0090 -0.6102
F -2.62511 1.92296 -2.63587 -0.0306 0.0127 0.0114 -0.5892
O -0.92022 1.74974 -0.64021 0.0023 0.0777 -0.0201 -1.2394
```
Positions in Å, forces in eV/Å.

Total charge: +2
⟨S²⟩: 0.759
Frontier orbital gap (alpha / beta): 10.0 / 7.2 eV
Spin multiplicity: 2

Calculated ΔE to the lowest compared entry with this formula, charge and spin, 27.82 12.06 4.25 kcal per mole (same order as the records).